Record 1
A molecular structure, C42H51Cl3N5O3ReTe at a distorted geometry. Source: OMol25; level of theory: ωB97M-V/def2-TZVPD.

CARTESIAN COORDINATES (ANGSTROEM)
H  -1.38409  2.52824  3.38905
C  -0.56812  0.51479  3.30435
C  -1.70252  1.51115  3.18867
H  0.06240  -3.51124  -1.29765
H  -4.38584  4.87723  -2.80257
C  0.53491  0.82585  4.15724
C  5.07119  3.55281  -2.69374
H  -2.26368  -1.46149  -3.97867
O  2.38727  -0.64474  1.95996
H  2.93728  5.35006  -3.12647
Te  -1.75698  -0.16924  -1.39852
H  1.93905  -3.51589  4.23795
H  -5.86708  -0.86799  -1.30786
C  -3.22727  2.55147  -0.65008
C  2.12977  -1.74207  -3.91365
H  -2.46789  1.24908  3.92020
H  -5.80204  -3.18007  -1.65596
H  -2.55790  -0.38962  1.77532
C  -2.74047  -4.43544  -1.03524
H  -4.49876  -0.06836  -0.52130
C  1.07004  -1.55608  4.31737
H  -1.98324  5.45988  -2.85361
H  1.26338  -1.13515  -0.70304
C  4.23094  0.82985  2.62166
C  1.28141  -0.22381  4.72735
C  -4.12876  3.29435  -1.38880
C  -1.86440  2.84805  -0.70565
H  3.18259  -1.87571  -2.04679
O  4.19572  -1.55970  2.86493
H  0.83044  -1.56019  -5.60357
C  0.92200  -1.45835  -4.53286
H  0.48132  -3.74755  2.58459
H  -2.23623  -5.38281  -0.93304
N  3.30934  0.56468  -0.41774
H  2.96879  -2.07059  -4.50458
H  4.18131  1.32300  -3.93008
Re  1.11507  1.00407  1.42868
C  3.54034  -0.64386  2.46547
H  -5.86723  -5.51470  -1.85356
C  -4.74172  -3.20465  -1.44370
C  1.16935  -1.21080  -1.78060
H  1.73193  4.10606  -3.41708
C  -2.33063  4.64217  -2.23979
C  -0.03147  -0.91153  -2.40947
H  -4.79120  -6.33936  -0.72073
C  -0.01342  -1.87765  3.48953
H  4.00394  3.71449  -4.55688
C  -0.29198  -3.32884  3.22765
C  -4.05960  -2.01354  -1.27146
C  3.79608  3.42012  -3.52421
C  -4.09090  -4.43093  -1.36544
N  3.82373  0.73748  -1.54965
H  -0.28114  -3.87845  4.16587
H  -1.25501  -3.49773  2.76358
H  5.40496  4.58719  -2.67866
H  0.49364  2.96538  3.86176
C  -4.79156  -0.70779  -1.35720
H  -0.41951  -4.21124  0.22089
Cl  4.93840  1.05829  4.21622
C  -0.57786  -3.35242  -0.43031
H  2.49209  1.81233  -4.24833
H  -0.26092  -2.44712  0.09098
C  -1.42541  3.92566  -1.47639
C  -2.68404  -2.05318  -0.98810
Cl  2.95475  2.06420  2.40493
C  0.72576  2.24171  4.64076
H  5.87239  2.94524  -3.10300
C  2.24906  -0.00397  5.84253
H  -1.84075  0.23313  -4.26994
H  1.09091  2.34246  -1.81223
C  -2.01481  -3.27041  -0.83684
N  3.00315  1.47735  -2.27718
C  1.95449  -2.62776  4.85873
N  -0.75086  0.75257  0.09956
C  2.25187  -1.63311  -2.53626
C  1.93788  1.76209  -1.51899
H  2.98769  -2.29571  4.92521
C  3.35170  1.94224  -3.58518
H  -0.37842  4.19885  -1.46528
H  2.26667  1.01672  6.20331
H  1.99016  -0.65340  6.67776
C  -2.13168  -1.22325  2.32468
H  -2.85425  -1.52749  3.08422
H  -3.58437  1.79175  0.03674
C  2.69552  4.30740  -2.94854
C  -1.51388  -0.79998  -4.42245
C  -4.82703  -5.70469  -1.60389
H  1.75007  2.42741  4.94790
O  -0.04519  2.67853  0.81724
H  -2.00766  -2.05207  1.63618
C  -0.89017  2.08019  0.08914
H  -5.18385  3.08240  -1.31623
H  -4.36308  -6.25937  -2.41691
H  1.63574  -2.90880  5.86244
H  -4.57400  -0.19227  -2.29977
C  -0.18074  -1.05004  -3.79062
N  2.13657  1.18476  -0.34078
H  0.07458  2.43156  5.49547
H  4.89712  3.24221  -1.66478
H  -2.17236  1.51624  2.20914
C  -3.67851  4.32128  -2.20551
Cl  5.48683  1.05944  1.40663
H  2.61329  4.16853  -1.86960
H  3.25716  -0.28156  5.53648
H  -1.48409  -0.99527  -5.49083
C  -0.84745  -0.86295  3.00953

Calculated values
**Calculated total energy**: -104949.9972 eV
**Relative energy (zero: lowest compared OMol25 entry of this formula, charge and spin)**: 95.6 kJ/mol
**Charge**: +2
**Kohn-Sham gap (spin up / spin down)**: 7.32 / 6.91 eV
**Multiplicity**: 3
**LUMO energy (spin up / spin down)**: -5.8 / -6.3 eV
**Expectation value of S²**: 2.01

Atom charges from the Löwdin analysis, given in e for atoms 1 to 99: number 1, H, carries 0.0766; number 2, C, carries -0.2854; number 3, C, carries -0.0341; number 4, H, carries 0.0961; number 5, H, carries 0.1209; number 6, C, carries -0.2533; number 7, C, carries -0.0561; number 8, H, carries 0.0784; number 9, O, carries -0.1887; number 10, H, carries 0.0944; number 11, Te, carries 1.9747; number 12, H, carries 0.0844; number 13, H, carries 0.0991; number 14, C, carries -0.0981; number 15, C, carries -0.0386; number 16, H, carries 0.1154; number 17, H, carries 0.1304; number 18, H, carries 0.0492; number 19, C, carries 0.0187; number 20, H, carries 0.0496; number 21, C, carries -0.1685; number 22, H, carries 0.1192; number 23, H, carries 0.0753; number 24, C, carries -1.3973; number 25, C, carries -0.1773; number 26, C, carries -0.0434; number 27, C, carries -0.2294; number 28, H, carries 0.1163; number 29, O, carries 0.1069; number 30, H, carries 0.1240; number 31, C, carries -0.0163; number 32, H, carries 0.0937; number 33, H, carries 0.1360; number 34, N, carries -0.0179; number 35, H, carries 0.1197; number 36, H, carries 0.1416; number 37, Re, carries 1.3747; number 38, C, carries -0.7543; number 39, H, carries 0.0861; number 40, C, carries 0.0160; number 41, C, carries -0.1733; number 42, H, carries 0.0782; number 43, C, carries -0.0395; number 44, C, carries -0.3583; number 45, H, carries 0.0975; number 46, C, carries -0.1666; number 47, H, carries 0.1476; number 48, C, carries -0.0190; number 49, C, carries -0.3154; number 50, C, carries -0.3807; number 51, C, carries -0.2286; number 52, N, carries 0.1235; number 53, H, carries 0.1002; number 54, H, carries 0.0698; number 55, H, carries 0.0925; number 56, H, carries 0.0662; number 57, C, carries -0.0862; number 58, H, carries 0.0952; number 59, Cl, carries 0.7150; number 60, C, carries -0.0401; number 61, H, carries 0.1389; number 62, H, carries 0.0586; number 63, C, carries -0.0125; number 64, C, carries -0.3164; number 65, Cl, carries 0.7454; number 66, C, carries -0.0744; number 67, H, carries 0.0881; number 68, C, carries -0.0387; number 69, H, carries 0.0708; number 70, H, carries 0.1292; number 71, C, carries -0.2781; number 72, N, carries -0.0628; number 73, C, carries -0.0163; number 74, N, carries -0.2682; number 75, C, carries -0.0735; number 76, C, carries -0.0724; number 77, H, carries 0.0800; number 78, C, carries -0.0927; number 79, H, carries 0.1111; number 80, H, carries 0.0762; number 81, H, carries 0.1047; number 82, C, carries -0.0352; number 83, H, carries 0.1192; number 84, H, carries 0.0952; number 85, C, carries -0.0723; number 86, C, carries -0.0743; number 87, C, carries -0.0216; number 88, H, carries 0.0585; number 89, O, carries -0.1159; number 90, H, carries 0.0490; number 91, C, carries -0.6479; number 92, H, carries 0.1205; number 93, H, carries 0.0971; number 94, H, carries 0.1125; number 95, H, carries 0.0801; number 96, C, carries -0.3126; number 97, N, carries -0.1525; number 98, H, carries 0.1149; number 99, H, carries 0.0695

---

Record 2
A molecular structure, C42H52CdO5P2 at a distorted geometry. Source: OMol25; level of theory: ωB97M-V/def2-TZVPD.

CARTESIAN COORDINATES (ANGSTROEM)
O  -1.28915  -3.02472  1.72413
H  4.58340  1.92130  2.69390
C  -3.85954  1.09770  2.91587
C  -2.69672  -2.74373  3.69341
H  4.46281  2.22100  4.43645
H  5.18857  -1.49832  0.13205
C  3.88936  2.09333  3.51598
P  -2.36151  0.23257  0.67472
C  -4.51747  2.01027  0.80071
H  -0.72545  1.30988  -5.40261
O  3.98371  -0.27746  1.24963
C  -4.80587  1.89353  3.55020
H  3.46004  -0.00894  3.82038
C  3.57686  1.38466  -2.84044
H  3.46790  1.87478  -0.16597
C  2.12118  1.66038  -2.55603
C  -3.39034  -1.91669  -2.72524
H  -6.46200  -1.70899  -1.27049
H  3.32657  3.54668  -0.68326
H  1.51605  -3.78243  3.61247
O  2.11974  0.82307  2.46532
H  -2.65339  1.72373  -2.38238
C  2.50273  -3.79945  3.14603
C  -3.70151  1.14324  1.53191
C  5.92154  0.52150  0.08425
H  4.16003  -0.42803  -0.80234
C  -0.64491  -1.78182  -3.05733
C  -2.05105  2.53458  -1.96885
C  -1.16672  -1.23275  -1.90543
C  -1.90275  -2.15801  4.59549
C  -4.62366  -0.93740  -0.43494
H  -0.31680  -0.69217  4.98931
H  -2.33356  2.64680  -0.92710
H  -3.42724  -2.90329  -4.64097
H  -6.08970  3.45835  0.84309
C  -0.16559  1.65787  -3.34005
C  -2.53646  -2.41283  2.25541
C  -0.74670  -1.87009  1.39183
H  -1.10058  3.43942  0.21062
H  0.22557  2.61751  1.01400
H  -4.91262  1.83603  4.62626
C  -5.46399  2.80013  1.43258
C  -2.79089  -2.43914  -3.89639
H  1.76980  -3.26531  1.18505
C  -0.99404  -1.07693  4.23761
O  2.31055  -1.71482  -0.81979
H  5.54856  1.54641  0.06100
H  6.54296  0.40411  0.97326
H  2.43939  -0.11388  -4.52787
C  -5.39589  -1.59125  -1.41581
C  -1.91158  -1.04298  1.91859
H  3.34165  3.01698  3.32329
C  -1.18659  1.41037  -4.42298
C  2.61486  -2.82897  -1.59355
C  -4.78894  -2.05169  -2.54349
H  -0.39504  0.33077  2.77681
H  -3.25108  0.43453  3.51657
C  -0.57824  2.24827  -2.13744
H  0.48333  4.18424  0.26353
H  -1.76298  0.49887  -4.23237
H  -1.94051  -2.46762  5.63273
H  -5.36242  -2.54573  -3.31980
H  -0.97379  -2.77675  -4.95202
C  1.17121  1.31209  -3.52493
C  -5.61023  2.74757  2.81299
C  2.93336  0.92992  3.64987
H  2.31491  2.92207  0.61690
H  3.23829  -3.45477  3.87391
H  2.73703  -4.83072  2.87695
H  -3.35597  -2.72249  1.61310
H  2.24454  1.08356  4.48241
H  -4.42514  2.05457  -0.27841
C  4.79258  -0.48150  0.07980
P  2.37245  -0.32214  1.34593
H  1.87918  -3.64476  -1.49904
C  -2.58515  -1.28700  -1.73103
H  0.42962  -1.77116  -3.21282
C  2.50664  -2.92601  1.91486
Cd  0.39885  -0.74955  -0.50223
C  -1.44079  -2.37069  -4.06245
H  3.59095  -3.25830  -1.31183
H  1.94641  1.22675  -5.55397
H  2.68061  -2.59864  -2.67051
H  6.55031  0.37013  -0.79530
H  3.83294  1.66180  -3.86413
H  4.24131  1.93446  -2.17866
H  -6.34907  3.36553  3.30668
C  -1.00433  -0.53212  3.01805
C  1.72056  2.27687  -1.36913
H  -1.89493  2.23630  -4.48817
H  -2.34523  3.45364  -2.48593
C  1.61107  0.55659  -4.75578
C  2.75380  2.67721  -0.34485
O  2.17289  -1.59555  2.32859
H  -5.13027  -0.54785  0.43872
C  0.35971  2.55395  -1.14516
H  3.80110  0.31898  -2.73294
C  -3.26884  -0.75802  -0.57707
H  3.48085  -2.92095  1.42115
C  -0.03790  3.23095  0.14759
H  -3.39867  -3.51512  3.98240
H  0.80545  -0.05627  -5.15504

Calculated values
**Calculated total energy**: -77775.1194 eV
**Relative energy (zero: lowest compared OMol25 entry of this formula, charge and spin)**: 325.2 kJ/mol
**Kohn-Sham gap**: 7.37 eV
**LUMO energy**: -0.3 eV

Atom charges from the Löwdin analysis, given in e for atoms 1 to 99: number 1, O, carries 0.0326; number 2, H, carries 0.0639; number 3, C, carries -0.0753; number 4, C, carries -0.0119; number 5, H, carries 0.0774; number 6, H, carries 0.1168; number 7, C, carries -0.0715; number 8, P, carries 1.1134; number 9, C, carries -0.1142; number 10, H, carries 0.0731; number 11, O, carries -0.2770; number 12, C, carries -0.0791; number 13, H, carries 0.1075; number 14, C, carries -0.0350; number 15, H, carries 0.0353; number 16, C, carries -0.1879; number 17, C, carries -0.1738; number 18, H, carries 0.1026; number 19, H, carries 0.1007; number 20, H, carries 0.0714; number 21, O, carries -0.3314; number 22, H, carries 0.0729; number 23, C, carries -0.0661; number 24, C, carries -0.3664; number 25, C, carries -0.0734; number 26, H, carries 0.0680; number 27, C, carries -0.1692; number 28, C, carries -0.0607; number 29, C, carries -0.2024; number 30, C, carries -0.0556; number 31, C, carries -0.1016; number 32, H, carries 0.1127; number 33, H, carries 0.0193; number 34, H, carries 0.1081; number 35, H, carries 0.1048; number 36, C, carries -0.1972; number 37, C, carries -0.1850; number 38, C, carries -0.1173; number 39, H, carries 0.0563; number 40, H, carries 0.0645; number 41, H, carries 0.1037; number 42, C, carries -0.0784; number 43, C, carries -0.0521; number 44, H, carries 0.0947; number 45, C, carries -0.0546; number 46, O, carries -0.5804; number 47, H, carries 0.0610; number 48, H, carries 0.0779; number 49, H, carries 0.0718; number 50, C, carries -0.0742; number 51, C, carries -0.5108; number 52, H, carries 0.0777; number 53, C, carries -0.0329; number 54, C, carries -0.3032; number 55, C, carries -0.0353; number 56, H, carries 0.1035; number 57, H, carries 0.0884; number 58, C, carries -0.1984; number 59, H, carries 0.0887; number 60, H, carries 0.0762; number 61, H, carries 0.1081; number 62, H, carries 0.1116; number 63, H, carries 0.1035; number 64, C, carries -0.1922; number 65, C, carries -0.0891; number 66, C, carries -0.2784; number 67, H, carries 0.0543; number 68, H, carries 0.0767; number 69, H, carries 0.0785; number 70, H, carries 0.1483; number 71, H, carries 0.1133; number 72, H, carries 0.0991; number 73, C, carries -0.2867; number 74, P, carries 0.7642; number 75, H, carries 0.0626; number 76, C, carries -0.2129; number 77, H, carries 0.0670; number 78, C, carries -0.2988; number 79, Cd, carries 1.3038; number 80, C, carries -0.0884; number 81, H, carries 0.0617; number 82, H, carries 0.0932; number 83, H, carries 0.0537; number 84, H, carries 0.0815; number 85, H, carries 0.0846; number 86, H, carries 0.0647; number 87, H, carries 0.1016; number 88, C, carries -0.1133; number 89, C, carries -0.2028; number 90, H, carries 0.0780; number 91, H, carries 0.0966; number 92, C, carries -0.0471; number 93, C, carries -0.0502; number 94, O, carries -0.3118; number 95, H, carries 0.0998; number 96, C, carries -0.2032; number 97, H, carries 0.0779; number 98, C, carries -0.3125; number 99, H, carries 0.1087